Record 1
{
  "formula": "C29H25Cl3F6N8O8S2Tl",
  "method": "ωB97M-V/def2-TZVPD",
  "species": ["Tl", "O", "C", "N", "C", "C", "C", "C", "C", "C", "N", "C", "O", "C", "C", "C", "C", "C", "N", "C", "C", "C", "C", "C", "N", "H", "H", "H", "H", "H", "H", "H", "H", "H", "H", "H", "H", "F", "C", "F", "F", "S", "O", "O", "N", "S", "O", "O", "C", "F", "F", "F", "Cl", "C", "Cl", "Cl", "C", "O", "O", "C", "C", "N", "C", "N", "C", "C", "C", "N", "C", "H", "H", "H", "H", "H", "H", "H", "H", "H", "H", "H", "H", "H"],
  "coordinates": [[-0.5431, 0.3439, -0.6729], [-2.7106, 3.6077, -2.5849], [-2.2869, 2.6372, -1.9573], [-1.1678, 1.9451, -2.1336], [-0.3274, 2.1058, -3.2364], [-0.1687, 3.2907, -3.9514], [0.7370, 3.3538, -5.0015], [1.4909, 2.2410, -5.3398], [1.3456, 1.0532, -4.6354], [0.4387, 0.9686, -3.5804], [0.3051, -0.1499, -2.7421], [0.6478, -1.3716, -3.1279], [1.0025, -1.7644, -4.2415], [0.6504, -2.3866, -2.0012], [1.0056, -3.6930, -2.3089], [1.1582, -4.6070, -1.2851], [0.9882, -4.1741, 0.0188], [0.6181, -2.8608, 0.2363], [0.4189, -1.9864, -0.7494], [-3.1795, 2.0462, -0.8810], [-4.3503, 2.7122, -0.5582], [-5.2047, 2.1586, 0.3767], [-4.8665, 0.9462, 0.9532], [-3.6795, 0.3465, 0.5788], [-2.8551, 0.8793, -0.3179], [-0.7666, 4.1453, -3.6770], [0.8464, 4.2776, -5.5564], [2.1936, 2.2879, -6.1631], [1.9161, 0.1792, -4.9067], [1.1687, -3.9359, -3.3480], [1.4227, -5.6353, -1.4981], [1.1165, -4.8326, 0.8664], [0.5180, -2.4932, 1.2399], [-4.5477, 3.6468, -1.0618], [-6.1225, 2.6634, 0.6507], [-5.4971, 0.4584, 1.6825], [-3.3762, -0.5847, 1.0129], [-2.0717, -0.3030, 4.5835], [-2.6524, -1.3375, 3.9868], [-3.7897, -0.9240, 3.4198], [-2.9534, -2.2527, 4.9078], [-1.5132, -2.0477, 2.7241], [-1.2461, -0.9331, 1.8345], [-0.4188, -2.5418, 3.5095], [-2.3119, -3.2254, 2.0990], [-3.1728, -3.1777, 0.7689], [-2.5027, -2.5640, -0.3448], [-4.5502, -2.8593, 1.0032], [-3.1698, -4.9824, 0.4016], [-3.8754, -5.1818, -0.7142], [-3.7308, -5.6810, 1.3867], [-1.9351, -5.4410, 0.2056], [-0.9740, 3.8825, 4.3091], [-0.6068, 3.8050, 2.5770], [-1.8896, 4.6195, 1.6778], [0.9394, 4.6536, 2.2680], [-0.3869, 2.3066, 2.1231], [0.2372, 1.6048, 2.9084], [-0.8486, 2.0594, 0.9867], [3.9303, -1.0349, 2.7388], [2.4592, -0.8281, 3.0208], [1.7773, -0.4490, 1.7913], [2.3443, 0.3956, 0.8853], [1.5792, 0.9390, -0.0225], [2.1459, 2.0298, -0.8103], [3.5384, 1.6577, -1.2752], [4.3884, 1.4206, -0.0449], [3.6943, 0.5884, 0.9295], [4.4743, 0.2276, 2.1034], [4.0660, -1.8771, 2.0556], [4.4684, -1.2526, 3.6622], [2.3249, -0.0444, 3.7757], [1.9857, -1.7336, 3.3979], [0.8233, -0.1530, 1.9837], [2.1728, 2.9438, -0.2037], [1.5018, 2.2347, -1.6595], [3.9802, 2.4461, -1.8860], [3.4769, 0.7540, -1.8866], [4.6463, 2.3804, 0.4210], [5.3273, 0.9208, -0.3001], [4.4741, 1.0504, 2.8302], [5.5054, 0.0858, 1.7726]],
  "total_charge": -1,
  "energy_ha": -5108.90138,
  "e_above_lowest_kj_mol": 0.0,
  "e_lumo_ev": 1.98
}

***

Record 2
{
  "formula": "C29H26AsBBrF10MnN2O2",
  "method": "ωB97M-V/def2-TZVPD",
  "species": ["Mn", "Br", "C", "C", "C", "C", "O", "C", "C", "N", "C", "C", "C", "C", "C", "C", "C", "C", "N", "C", "C", "H", "H", "H", "H", "H", "H", "H", "H", "H", "H", "F", "B", "F", "F", "F", "C", "C", "O", "C", "F", "F", "F", "C", "F", "F", "F", "H", "H", "H", "C", "As", "C", "C", "C", "C", "C", "C", "C", "C", "H", "H", "H", "H", "H", "H", "H", "H", "H", "H", "H", "H", "H"],
  "coordinates": [[-0.0628, 0.0666, -0.3051], [-2.7279, 4.9334, 4.3374], [-2.0344, 3.9246, 2.9066], [-2.5058, 4.1679, 1.6026], [-2.0183, 3.4671, 0.5310], [-1.0454, 2.4648, 0.7247], [-0.5333, 1.8671, -0.3131], [-0.5972, 2.2010, 2.0491], [0.4515, 1.2798, 2.2615], [0.8221, 0.3674, 1.4051], [2.1830, -0.0421, 1.3847], [2.9678, -0.4520, 2.4234], [4.3505, -0.6510, 2.1938], [4.9229, -0.3944, 0.9781], [4.1240, 0.0378, -0.1101], [4.5949, 0.3848, -1.3986], [3.7105, 0.8076, -2.3539], [2.3304, 0.8145, -2.0741], [1.8671, 0.4560, -0.8974], [2.7452, 0.1477, 0.1018], [-1.0827, 2.9701, 3.1291], [-3.2602, 4.9280, 1.4499], [-2.3649, 3.6594, -0.4740], [1.0542, 1.3869, 3.1620], [2.5497, -0.6156, 3.4075], [4.9667, -0.9898, 3.0148], [5.9880, -0.5165, 0.8363], [5.6546, 0.3319, -1.6126], [4.0458, 1.1130, -3.3336], [1.5958, 1.0943, -2.8188], [-0.7171, 2.7764, 4.1288], [-2.1116, -1.6258, -2.4233], [-1.9123, -0.3564, -2.9189], [-0.5251, 0.0737, -2.1542], [-2.8142, 0.5508, -2.4981], [-1.5516, -0.3136, -4.2181], [-3.9759, -0.9460, 0.3930], [-2.6292, -1.0453, 1.1109], [-1.6542, -0.3928, 0.3770], [-2.7669, -0.3830, 2.5028], [-3.6750, -0.9849, 3.2706], [-3.1458, 0.8929, 2.3736], [-1.5980, -0.3954, 3.1787], [-2.2335, -2.5281, 1.2674], [-2.3516, -3.1507, 0.0916], [-2.9770, -3.1958, 2.1462], [-0.9401, -2.6578, 1.6517], [-4.2781, 0.0971, 0.3514], [-4.7393, -1.5259, 0.9104], [-3.8552, -1.3116, -0.6224], [2.3734, -3.0015, -0.2909], [0.7227, -2.4294, -1.1669], [1.2327, -2.1741, -3.0208], [-0.2771, -4.1333, -1.2850], [0.5168, -5.1620, -2.0314], [1.3303, -6.0643, -1.3461], [2.0616, -7.0218, -2.0315], [1.9809, -7.0976, -3.4137], [1.1474, -6.2280, -4.1038], [0.4177, -5.2711, -3.4179], [3.2075, -2.9187, -0.9866], [2.2633, -4.0437, -0.0083], [2.5786, -2.4196, 0.6008], [2.0141, -2.8884, -3.2735], [1.5702, -1.1627, -3.2093], [0.3507, -2.3515, -3.6303], [-1.2127, -3.8907, -1.7787], [-0.4802, -4.4524, -0.2649], [1.3651, -6.0400, -0.2633], [2.6818, -7.7191, -1.4847], [2.5458, -7.8478, -3.9498], [1.0559, -6.3035, -5.1787], [-0.2529, -4.6175, -3.9620]],
  "total_charge": 1,
  "spin_multiplicity": 4,
  "energy_ha": -8365.05405,
  "e_above_lowest_kj_mol": 105.4,
  "e_lumo_ev": [-5.58, -4.40]
}

***

Record 3
{
  "formula": "C29H26BCl7N11O3Ta",
  "method": "ωB97M-V/def2-TZVPD",
  "species": ["Ta", "C", "C", "C", "C", "N", "N", "B", "N", "C", "C", "C", "C", "N", "N", "C", "C", "C", "C", "N", "N", "C", "C", "C", "C", "N", "H", "H", "H", "H", "H", "H", "H", "H", "H", "H", "H", "H", "H", "H", "H", "H", "H", "H", "H", "H", "Cl", "C", "C", "Cl", "C", "Cl", "C", "O", "C", "Cl", "C", "Cl", "N", "N", "C", "O", "O", "H", "H", "H", "Cl", "C", "C", "C", "C", "C", "Cl", "C", "N", "H", "H", "H"],
  "coordinates": [[0.3583, -0.3677, 0.0000], [-1.4246, -2.8237, -2.3106], [-0.0498, -2.3771, -2.6805], [0.6263, -2.6550, -3.8695], [1.8853, -2.1247, -3.7015], [1.9676, -1.5842, -2.4777], [0.7571, -1.6963, -1.8586], [3.1893, -0.9683, -1.7318], [3.1999, -1.6123, -0.3127], [4.2096, -2.3287, 0.1971], [3.7092, -3.1472, 1.1829], [2.3395, -2.8827, 1.2305], [1.3608, -3.6596, 2.0500], [2.0455, -1.9168, 0.3423], [2.9267, 0.5446, -1.6249], [3.4754, 1.5521, -2.3096], [2.5906, 2.6096, -2.3299], [1.4668, 2.1809, -1.6352], [0.2095, 2.9721, -1.4964], [1.6823, 0.9196, -1.1906], [4.4870, -1.3043, -2.4167], [4.8869, -2.5188, -2.8844], [6.2453, -2.4901, -3.0312], [6.6273, -1.1978, -2.5992], [7.9996, -0.6141, -2.5299], [5.5727, -0.5014, -2.2188], [-1.5272, -3.8860, -2.5322], [-2.1795, -2.2960, -2.8937], [-1.6367, -2.6825, -1.2519], [0.2472, -3.1867, -4.7250], [2.7290, -2.1034, -4.3700], [5.2052, -2.2364, -0.2067], [4.2439, -3.8805, 1.7618], [1.6632, -4.7064, 2.0299], [0.3447, -3.5867, 1.6700], [1.3635, -3.3460, 3.0951], [4.4585, 1.4325, -2.7296], [2.7265, 3.5695, -2.7965], [-0.0029, 3.4382, -2.4576], [0.3465, 3.7560, -0.7537], [-0.6481, 2.3701, -1.2164], [4.1868, -3.3204, -3.0528], [6.8798, -3.2772, -3.4020], [8.5907, -0.9045, -3.3974], [8.5257, -0.9620, -1.6396], [7.9475, 0.4720, -2.4888], [-6.5278, 0.6713, -3.3147], [-4.9735, 0.4460, -2.6308], [-4.8470, -0.0125, -1.3201], [-6.2429, -0.3521, -0.3857], [-3.5832, -0.2042, -0.7662], [-3.3791, -0.7901, 0.8342], [-2.4466, 0.0487, -1.5210], [-1.2334, -0.1508, -1.0001], [-2.5703, 0.5048, -2.8360], [-1.1472, 0.7672, -3.7649], [-3.8304, 0.7050, -3.3896], [-3.9742, 1.2486, -5.0083], [-1.6664, 1.7197, 2.9262], [-0.5702, 2.5414, 2.6663], [0.2615, 2.3597, 1.6041], [1.1493, 3.1230, 1.3257], [-0.0847, 1.3103, 0.8335], [-2.5330, 2.1916, 2.6977], [-1.6726, 1.4670, 3.9058], [-0.4496, 3.4185, 3.1503], [2.4084, 0.3380, 2.2938], [1.3191, -0.3417, 3.4506], [1.5886, -0.2054, 4.7876], [0.7208, -0.7804, 5.7186], [-0.4057, -1.4979, 5.3177], [-0.6792, -1.6425, 3.9791], [-2.0523, -2.5286, 3.4711], [0.1592, -1.0558, 2.9674], [-0.1052, -1.1773, 1.6984], [2.4659, 0.3370, 5.1108], [0.9323, -0.6731, 6.7740], [-1.0626, -1.9466, 6.0494]],
  "total_charge": 1,
  "spin_multiplicity": 2,
  "energy_ha": -5252.00056,
  "e_above_lowest_kj_mol": 110.1,
  "e_lumo_ev": [-3.43, -5.35]
}

***

Record 4
{
  "formula": "C29H26Br2N2O3RuS2",
  "method": "ωB97M-V/def2-TZVPD",
  "species": ["Ru", "C", "C", "C", "C", "C", "C", "Br", "C", "C", "Br", "C", "O", "C", "N", "H", "H", "H", "H", "H", "H", "O", "C", "C", "C", "C", "C", "C", "N", "H", "H", "H", "H", "H", "H", "H", "S", "C", "C", "C", "C", "C", "C", "H", "H", "H", "H", "H", "C", "S", "O", "C", "C", "C", "C", "C", "C", "H", "H", "H", "H", "H", "H", "H", "H"],
  "coordinates": [[-0.2472, -0.5500, -0.2036], [-0.3537, -0.5616, -3.5441], [-0.1981, 0.8260, -2.9939], [-0.1690, 1.9331, -3.8900], [-0.1162, 3.1952, -3.4296], [-0.1422, 3.4240, -2.0259], [-0.1177, 4.7371, -1.4197], [-0.3359, 6.2519, -2.4644], [-0.0933, 4.9050, -0.0381], [-0.0850, 3.8468, 0.8303], [0.1463, 4.1881, 2.6262], [-0.1768, 2.4237, 0.2435], [-0.2482, 1.4861, 1.0430], [-0.0963, 2.2870, -1.2055], [-0.0342, 0.9994, -1.6971], [-0.5220, -0.4928, -4.6476], [-1.2246, -1.0181, -2.9848], [0.5485, -1.1679, -3.4322], [-0.1093, 1.6663, -4.8852], [-0.0036, 4.0567, -4.1092], [0.0451, 5.9122, 0.4266], [-0.0608, -2.8921, -1.2153], [-1.1499, -3.4578, -0.5098], [-1.0294, -3.1457, 0.9358], [-1.5686, -3.9459, 1.8944], [-1.5941, -3.5960, 3.2661], [-0.9958, -2.3618, 3.6225], [-0.5442, -1.5929, 2.5770], [-0.5092, -1.9407, 1.2601], [-0.2106, -2.9171, -2.1573], [-1.2213, -4.5056, -0.7120], [-2.1016, -3.0674, -0.7621], [-1.8899, -4.9277, 1.4645], [-1.9098, -4.1693, 4.0805], [-0.7093, -1.9659, 4.5933], [-0.0085, -0.6814, 2.8520], [-2.5771, -0.2175, -0.4579], [-3.4900, -0.7091, 0.9995], [-3.4019, 0.0259, 2.1735], [-4.1097, -0.3656, 3.3085], [-4.9582, -1.4778, 3.2042], [-5.1983, -2.1707, 2.0296], [-4.4444, -1.7190, 0.9105], [-2.6245, 0.7583, 2.2364], [-3.9796, 0.2259, 4.2091], [-5.4842, -1.6098, 4.1676], [-5.9926, -2.9749, 1.9929], [-4.5589, -2.1614, -0.0826], [3.6394, -2.2727, 0.1559], [2.7302, -0.9849, -0.7398], [1.7556, -0.5904, 0.3773], [3.7827, 0.4607, -0.7517], [3.3900, 1.5236, 0.1300], [4.1234, 2.7380, 0.0094], [5.1896, 2.8985, -0.8523], [5.5296, 1.8695, -1.6854], [4.8205, 0.6741, -1.6384], [3.8329, -1.9289, 1.1994], [4.5681, -2.4729, -0.4201], [3.0517, -3.2345, 0.1698], [2.5835, 1.4594, 0.8625], [3.8043, 3.4712, 0.7103], [5.6758, 3.8284, -0.8627], [6.3456, 1.8989, -2.4248], [5.0329, -0.1230, -2.3189]],
  "total_charge": 2,
  "spin_multiplicity": 5,
  "energy_ha": -7494.61719,
  "e_above_lowest_kj_mol": 100.8,
  "e_lumo_ev": [-6.23, -7.71]
}